{"formula": "C4H8", "method": "ωB97M-V/def2-TZVPD", "symbols": ["C", "C", "C", "C", "H", "H", "H", "H", "H", "H", "H", "H"], "positions_angstrom": [[-0.838016, 0.287484, -1.749270], [0.010364, -0.238396, -0.597655], [0.028349, 0.290894, 0.617676], [0.821578, -0.271178, 1.749437], [-1.864921, -0.067722, -1.684204], [-0.823432, 1.373675, -1.803957], [-0.450429, -0.139943, -2.671469], [0.592033, -1.115981, -0.850513], [-0.590769, 1.155605, 0.812953], [1.426366, -1.111392, 1.411656], [0.171718, -0.596643, 2.562946], [1.517157, 0.433595, 2.202400]], "forces_ev_per_a": [[0.5, -0.5, 0.3], [-0.7, 0.4, -0.5], [0.2, -0.3, -0.2], [0.2, -0.1, 0.2], [-0.1, 0.1, 0.1], [-0.1, 0.0, 0.0], [0.0, 0.3, -0.2], [0.2, -0.1, 0.3], [-0.1, 0.2, 0.1], [-0.1, -0.2, 0.0], [-0.1, -0.1, 0.0], [0.0, 0.3, -0.1]], "de_lowest_kcal_mol": 2.8, "spin_multiplicity": 1, "smiles": "C/C=C/C", "gap_ha": 0.386, "homo_energy_ev": -9.17}

***

{"formula": "C16H19N5O3S", "method": "ωB97M-V/def2-TZVPD", "symbols": ["C", "C", "C", "C", "N", "C", "S", "C", "C", "O", "N", "C", "C", "C", "C", "O", "N", "N", "N", "C", "C", "C", "C", "C", "O", "H", "H", "H", "H", "H", "H", "H", "H", "H", "H", "H", "H", "H", "H", "H", "H", "H", "H", "H"], "positions_angstrom": [[-3.539912, -3.164218, -2.014536], [-4.177164, -2.032201, -1.217048], [-3.264077, -1.480961, -0.124163], [-2.031810, -0.775463, -0.694493], [-1.226189, -0.215797, 0.357392], [-0.191654, -0.826337, 1.001119], [0.383153, -2.416025, 0.586075], [1.814614, -2.466678, 1.694926], [2.945447, -1.492278, 1.379841], [3.817256, -1.293845, 2.188532], [2.895208, -0.937993, 0.141498], [3.753355, 0.019784, -0.350910], [4.882229, 0.617391, 0.265638], [5.334718, 1.487830, -0.683099], [6.481572, 2.426579, -0.705744], [4.546210, 1.414335, -1.769739], [3.565216, 0.501615, -1.558254], [0.300978, -0.060507, 1.938607], [-0.406629, 1.070095, 1.941726], [-1.326946, 0.990331, 1.007869], [-2.273263, 2.030611, 0.739371], [-2.379447, 3.264560, 1.331602], [-3.479883, 3.898080, 0.717087], [-3.963541, 3.012873, -0.197663], [-3.243132, 1.879428, -0.194138], [-4.268808, -3.599401, -2.693802], [-3.183912, -3.945939, -1.347436], [-2.700807, -2.807928, -2.606134], [-5.088753, -2.402443, -0.743682], [-4.460801, -1.221796, -1.891930], [-3.822881, -0.764822, 0.482908], [-2.937293, -2.295418, 0.526690], [-2.336391, 0.029594, -1.366502], [-1.406396, -1.486446, -1.240661], [2.198450, -3.487170, 1.643572], [1.468002, -2.265062, 2.708660], [2.140979, -1.191471, -0.485601], [5.259525, 0.417457, 1.243947], [7.220038, 2.097964, -1.435996], [6.144787, 3.420683, -0.993280], [6.941884, 2.466427, 0.276325], [-1.741135, 3.642563, 2.101492], [-3.859858, 4.876464, 0.926789], [-4.782927, 3.065521, -0.886872]], "forces_ev_per_a": [[-0.2, 0.2, 0.0], [0.1, -0.1, 0.2], [-0.1, 0.1, -0.3], [-0.5, -0.3, -0.2], [0.6, 0.4, 0.6], [0.0, 0.1, 0.1], [0.0, -0.5, -0.1], [-0.3, 0.1, 0.0], [-0.3, -0.2, -0.1], [0.2, 0.1, 0.2], [-0.2, 0.0, -0.5], [0.6, 0.7, -0.4], [0.1, 0.3, -0.4], [-0.3, -0.5, 0.6], [-0.2, 0.0, -0.2], [0.7, 0.5, 0.1], [-0.9, -0.9, 0.2], [0.5, -1.0, -0.1], [-0.8, 1.2, 0.0], [0.4, -0.7, 0.0], [-0.1, 1.3, 0.6], [0.2, -0.9, -0.3], [-0.3, -0.3, -0.5], [-0.2, 0.9, 0.3], [0.2, -0.5, -0.1], [0.0, -0.1, -0.1], [0.1, -0.1, 0.0], [0.1, 0.0, -0.1], [0.0, 0.1, 0.0], [-0.1, 0.0, 0.0], [0.1, 0.0, 0.1], [0.0, 0.0, 0.1], [0.1, -0.2, 0.0], [0.0, 0.2, -0.1], [0.0, 0.1, 0.0], [0.2, 0.0, -0.1], [0.1, 0.0, 0.2], [0.1, 0.0, 0.2], [0.1, 0.0, 0.0], [0.0, 0.1, 0.0], [0.0, 0.0, 0.0], [0.2, 0.0, 0.2], [-0.1, 0.2, 0.0], [-0.1, -0.1, -0.1]], "de_lowest_kcal_mol": 34.6, "spin_multiplicity": 1, "smiles": "CCCCn1c(SCC(=O)Nc2cc(C)on2)nnc1-c1ccco1", "gap_ha": 0.315, "homo_energy_ev": -8.04}

***

{"formula": "C3H3N2S", "method": "ωB97M-V/def2-TZVPD", "symbols": ["C", "C", "C", "N", "N", "S", "H", "H", "H"], "positions_angstrom": [[1.179426, 0.087695, 0.205967], [-1.275487, 0.820080, 0.554319], [0.733886, -1.070276, -0.674212], [-0.370965, 1.661604, 0.813506], [0.834127, 1.143796, 0.560265], [-1.038846, -0.776580, -0.076671], [-2.247293, 0.991266, 0.707270], [0.951083, -0.921460, -1.668642], [1.234069, -1.936125, -0.421803]], "forces_ev_per_a": [[-0.6, -0.2, -1.3], [3.5, -2.4, -1.6], [0.5, 3.3, 2.9], [0.3, 2.6, 1.4], [0.8, -1.3, -0.4], [-0.7, -1.6, -0.3], [-3.8, 1.0, 0.7], [-0.1, 0.9, -2.5], [0.1, -2.4, 1.2]], "de_lowest_kcal_mol": 80.2, "spin_multiplicity": 1, "charge": 1, "gap_ha": 0.314, "homo_energy_ev": -15.60}

***

{"formula": "C5H9NS", "method": "ωB97M-V/def2-TZVPD", "symbols": ["C", "C", "C", "C", "C", "H", "H", "H", "H", "H", "H", "H", "H", "H", "N", "S"], "positions_angstrom": [[0.742205, -0.592352, 1.098615], [-0.611662, -0.279067, 0.492361], [-0.801418, 1.240721, -0.095622], [0.917544, 0.329344, -1.346518], [0.485378, -0.910621, -0.354284], [-1.429652, -1.731572, 2.623531], [1.729677, 0.070909, 1.330186], [-1.727611, -0.569316, 0.595726], [-2.089685, 1.276435, -0.106397], [-0.447059, 1.930837, 0.733298], [-0.722179, 1.018352, -2.214533], [1.472395, 0.254658, -2.249773], [1.669931, 0.755474, -0.740557], [0.650942, -2.060229, -0.531186], [-0.180317, 1.214336, -1.444876], [0.341510, -1.947912, 2.210030]], "forces_ev_per_a": [[0.4, 0.2, 1.0], [-0.9, 2.8, -2.7], [-3.5, -2.2, 0.4], [0.0, -1.6, 2.0], [0.1, -1.4, -1.1], [4.0, -0.2, -1.0], [-3.0, -1.0, 0.0], [2.6, -0.7, 1.0], [3.8, 0.6, -0.4], [-0.1, -0.3, -1.7], [-2.0, -0.4, -1.4], [-0.2, -1.1, -1.2], [0.9, 1.1, 1.0], [-0.9, 2.5, -0.3], [1.1, 1.8, 3.2], [-2.5, -0.2, 1.4]], "de_lowest_kcal_mol": 129.1, "spin_multiplicity": 1, "gap_ha": 0.312, "homo_energy_ev": -8.63}

***

{"formula": "C2H2N2O", "method": "ωB97M-V/def2-TZVPD", "symbols": ["N", "C", "O", "H", "C", "N", "H"], "positions_angstrom": [[-1.153452, 0.849565, 1.195269], [-1.403222, 0.371702, 0.134120], [-1.526583, -0.013491, -0.938569], [-1.711608, 1.265084, 1.914648], [1.926066, -0.843102, -0.835917], [1.790523, 0.219833, -0.442713], [2.078279, -1.849589, -1.026836]], "forces_ev_per_a": [[0.5, 0.2, 1.3], [-0.1, 1.0, 0.6], [-0.2, -1.1, -1.8], [-0.1, -0.1, -0.1], [-0.1, 0.8, 0.7], [-0.1, 0.5, -0.1], [0.1, -1.3, -0.5]], "de_lowest_kcal_mol": 16.3, "spin_multiplicity": 1, "smiles": "N=C=O.C#N", "gap_ha": 0.434, "homo_energy_ev": -10.92}

***

{"formula": "C18H29N2O2P2STl", "method": "ωB97M-V/def2-TZVPD", "symbols": ["C", "C", "N", "C", "C", "C", "C", "P", "Tl", "P", "C", "C", "C", "C", "C", "C", "C", "O", "O", "H", "H", "H", "C", "C", "H", "H", "H", "H", "C", "C", "H", "H", "H", "H", "H", "H", "H", "H", "H", "H", "H", "H", "H", "H", "H", "H", "H", "H", "H", "H", "H", "H", "S", "C", "N"], "positions_angstrom": [[-0.939197, 3.237710, -2.795489], [-0.951721, 2.220660, -1.828314], [0.120858, 1.961790, -1.077191], [1.306168, 2.501297, -1.403980], [1.415477, 3.465494, -2.402996], [0.286027, 3.860509, -3.105363], [-2.163118, 1.369584, -1.706778], [-2.291798, 0.464318, -0.140800], [-0.113528, 0.374610, 1.402256], [2.339410, 0.501765, 0.282519], [2.553997, 2.081414, -0.651919], [-0.755479, -1.787031, 2.094865], [-1.372533, -1.834450, 3.329109], [-1.010315, -2.877231, 4.209896], [-0.163319, -3.901186, 3.772267], [0.314202, -3.896353, 2.464122], [-0.017574, -2.826571, 1.579965], [-1.627054, -0.410867, -3.549816], [0.634858, -1.105951, -3.115353], [-1.857138, 3.467533, -3.308792], [2.416832, 3.858108, -2.646265], [0.328952, 4.596494, -3.898841], [-3.577323, 1.244310, 0.891233], [-3.020225, -1.134942, -0.601647], [3.407671, 1.974217, -1.339569], [2.822867, 2.861890, 0.077584], [-2.052879, 0.609078, -2.468080], [-3.071100, 1.937770, -1.894858], [3.573585, 0.681612, 1.606862], [3.094373, -0.663743, -0.894986], [-2.091419, -1.077612, 3.654741], [-1.393674, -2.880640, 5.238288], [0.140970, -4.697124, 4.456712], [0.959781, -4.702025, 2.114011], [0.345945, -2.830615, 0.550795], [0.353228, -2.422422, -2.716381], [1.067283, -1.123902, -3.968397], [-0.606612, -0.564862, -3.443384], [-2.012111, -0.030570, -4.339272], [0.239087, -3.244561, -2.263915], [-4.537221, 1.212769, 0.362878], [-3.678667, 0.700129, 1.842639], [-3.300859, 2.281552, 1.118971], [-4.113446, -1.056833, -0.571001], [-2.679552, -1.398340, -1.609764], [-2.681895, -1.891792, 0.115356], [4.051441, -0.250915, -1.253230], [3.277738, -1.612243, -0.368849], [2.405225, -0.841462, -1.738513], [4.388422, 1.348023, 1.284742], [3.075135, 1.073220, 2.507891], [3.976375, -0.312673, 1.840060], [1.144265, -0.080991, 6.112523], [1.037024, 0.536005, 4.636248], [1.002588, 1.036037, 3.557197]], "forces_ev_per_a": [[1.2, -0.1, 0.1], [0.2, 1.2, -0.2], [0.8, -0.4, -0.4], [-0.5, 0.5, -0.2], [0.7, 0.0, -0.3], [-1.0, -0.6, 0.5], [-0.4, 1.3, 2.1], [-0.4, 0.6, -0.1], [0.3, -2.2, 0.3], [0.7, 0.6, -0.2], [-0.6, 0.2, 0.5], [0.1, 1.8, -0.6], [0.5, -0.8, 1.3], [-0.6, 0.1, -0.3], [0.1, 0.3, 0.0], [-0.5, 0.4, -0.7], [0.9, -1.2, 1.0], [-1.7, -0.3, -0.3], [0.3, 1.1, 0.1], [0.0, 0.1, -0.2], [-0.7, -0.1, 0.1], [0.1, 0.0, 0.1], [-0.1, 0.1, 0.1], [0.4, -0.2, 0.2], [-0.3, 0.0, 0.2], [-0.1, -0.2, -0.2], [0.1, -0.8, -0.6], [-0.2, 0.1, 0.0], [0.0, 0.0, 0.3], [-0.3, -0.6, 0.1], [0.5, 0.0, 0.0], [0.1, 0.0, -0.5], [-0.1, 0.3, -0.2], [-0.2, 0.1, 0.0], [0.1, 0.1, 0.3], [-0.1, -1.7, 1.1], [0.3, -0.1, -0.3], [0.9, -0.6, -0.3], [0.6, -0.1, -0.4], [0.0, 1.0, -0.7], [0.1, 0.1, 0.2], [0.0, 0.1, -0.3], [-0.1, -0.2, -0.1], [0.2, 0.0, 0.0], [0.0, 0.0, 0.2], [-0.1, 0.0, -0.1], [-0.3, -0.1, 0.2], [-0.1, 0.2, -0.3], [0.1, 0.0, 0.1], [-0.2, -0.3, 0.1], [0.3, -0.1, -0.3], [-0.1, 0.3, 0.0], [0.0, 0.0, 0.0], [-0.1, 0.2, -0.6], [-0.7, -0.2, -0.7]], "de_lowest_kcal_mol": 63.9, "spin_multiplicity": 1, "gap_ha": 0.200, "homo_energy_ev": -7.28}

***

{"formula": "C20H37AsFeO2SSi", "method": "ωB97M-V/def2-TZVPD", "symbols": ["Fe", "C", "C", "O", "C", "C", "C", "C", "C", "C", "O", "H", "H", "H", "H", "H", "H", "H", "C", "Si", "C", "C", "C", "C", "C", "C", "C", "C", "H", "H", "H", "H", "H", "H", "H", "H", "H", "H", "H", "H", "H", "H", "H", "H", "H", "H", "H", "H", "H", "C", "As", "C", "C", "S", "H", "H", "H", "H", "H", "H", "H", "H", "H"], "positions_angstrom": [[-0.734593, -0.480778, 0.509193], [3.071614, -2.062681, -0.079832], [1.882724, -1.535270, 0.669100], [0.843885, -1.352228, -0.030573], [1.951398, -1.276169, 2.078039], [3.158159, -1.549227, 2.775814], [3.269882, -1.347303, 4.120302], [2.163842, -0.855762, 4.837471], [0.983281, -0.569694, 4.209929], [0.840349, -0.759719, 2.817397], [-0.309376, -0.438205, 2.284551], [2.808181, -2.196368, -1.125534], [3.405036, -3.013380, 0.335527], [3.905149, -1.363157, -0.007584], [4.007860, -1.927894, 2.226698], [4.195818, -1.563002, 4.633203], [2.249793, -0.698392, 5.904801], [0.129978, -0.187244, 4.751803], [1.172678, 2.251779, 1.206495], [-0.115034, 1.763828, -0.076456], [0.589076, 1.839478, -1.848221], [0.641438, 3.312326, -2.284842], [-0.262037, 1.041594, -2.838785], [2.017591, 1.279951, -1.863798], [-1.776370, 2.642898, 0.262449], [-1.518894, 4.124662, 0.576628], [-2.400471, 1.992282, 1.504151], [-2.766177, 2.539147, -0.899017], [1.452558, 3.299323, 1.057630], [2.086235, 1.660104, 1.136087], [0.780758, 2.152031, 2.219147], [-0.353688, 3.747286, -2.382933], [1.128468, 3.385825, -3.261396], [1.216082, 3.928331, -1.589350], [-1.269683, 1.445341, -2.944956], [-0.354140, -0.002880, -2.533773], [0.210461, 1.058365, -3.825859], [2.691684, 1.852389, -1.225096], [2.413552, 1.328127, -2.881970], [2.045044, 0.233774, -1.549364], [-0.876177, 4.251969, 1.449003], [-2.469315, 4.618828, 0.796132], [-1.061282, 4.651942, -0.263959], [-1.745445, 2.029602, 2.375646], [-2.674074, 0.940216, 1.339928], [-3.332944, 2.504298, 1.757859], [-2.409619, 3.059440, -1.789237], [-3.712208, 3.004442, -0.609525], [-2.977939, 1.503176, -1.173655], [-0.374725, -2.955071, -2.496798], [-1.878853, -3.124555, -1.310411], [-3.285379, -4.018267, -2.269957], [-1.347833, -4.257287, 0.154236], [-2.606889, -1.236176, -0.633656], [-0.032749, -3.945220, -2.795920], [0.415945, -2.425249, -1.970666], [-0.682480, -2.386845, -3.373039], [-2.917792, -4.961774, -2.670719], [-3.616317, -3.371539, -3.080423], [-4.114937, -4.199668, -1.589322], [-0.972582, -5.205391, -0.228823], [-2.209607, -4.427460, 0.797175], [-0.568904, -3.748893, 0.719071]], "forces_ev_per_a": [[-0.2, 0.1, 0.5], [0.0, 0.0, 0.0], [-0.1, 0.0, 0.3], [0.1, 0.0, 0.1], [-0.2, 0.0, -0.1], [0.0, 0.0, 0.1], [0.1, 0.0, -0.1], [0.0, 0.0, 0.0], [0.1, 0.0, -0.1], [0.0, 0.0, -0.1], [0.2, 0.0, -0.2], [0.0, 0.0, 0.0], [0.0, 0.0, 0.0], [0.0, 0.0, 0.0], [0.0, 0.0, 0.0], [0.0, 0.0, 0.0], [0.0, 0.0, 0.0], [0.0, 0.0, 0.0], [-0.1, 0.0, -0.2], [-0.1, -0.1, 0.0], [0.0, 0.0, 0.1], [0.0, 0.0, 0.0], [0.0, 0.0, 0.0], [0.0, -0.1, 0.0], [0.1, 0.0, 0.0], [0.1, 0.0, -0.1], [0.0, -0.1, 0.0], [0.0, 0.0, 0.0], [0.0, 0.0, 0.0], [0.0, -0.1, 0.0], [0.0, 0.0, 0.0], [0.0, 0.0, 0.0], [0.0, 0.0, 0.0], [0.0, 0.0, 0.0], [0.0, 0.0, 0.0], [0.0, 0.0, 0.0], [0.0, 0.0, 0.0], [0.0, 0.0, 0.0], [0.0, 0.0, 0.0], [0.0, 0.0, 0.0], [0.0, 0.0, 0.0], [0.0, 0.0, 0.0], [0.0, 0.0, 0.0], [0.0, 0.0, 0.0], [0.0, 0.0, 0.0], [0.0, 0.0, 0.0], [0.0, 0.0, 0.0], [0.0, 0.0, 0.0], [0.0, 0.0, 0.0], [0.0, 0.0, 0.0], [0.0, -0.1, 0.0], [0.0, 0.0, 0.0], [0.0, 0.0, -0.1], [0.2, 0.1, -0.2], [0.0, 0.0, 0.0], [-0.1, 0.0, 0.0], [0.0, 0.0, 0.0], [0.0, 0.0, 0.0], [0.0, 0.0, 0.0], [0.0, 0.0, 0.0], [0.0, 0.0, 0.0], [0.0, 0.0, 0.0], [0.0, 0.0, 0.0]], "de_lowest_kcal_mol": 0.0, "spin_multiplicity": 2, "charge": 1, "gap_ha": [0.289, 0.299], "homo_energy_ev": [-11.21, -11.28]}

***

Q: What is the formula in the seventh record?
A: C20H37AsFeO2SSi

***

Q: What is the formula in the second record?
A: C16H19N5O3S